No. 1
Here is a molecular structure, C44H48AsBiCl2IN3O6SSi3 from the Open Molecules 2025 dataset. Energies are from ωB97M-V with the def2-TZVPD basis set.

Summary:
Gap between HOMO and LUMO = 8.3 eV
Net charge = 0
Energy = -197461.13848 eV

```
110
Properties=species:S:1:pos:R:3:mulliken_charge:R:1
Bi -0.0918 0.3464 0.2828 1.57
I 2.2434 1.6135 2.0276 0.14
C 0.9597 3.1241 2.6752 0.77
C 1.5055 4.0037 3.5595 -0.65
C 0.7128 5.0480 4.0833 -0.71
C -0.5908 5.1447 3.7107 -0.95
C -1.1677 4.2250 2.7958 0.94
C -2.5418 4.3476 2.4653 -1.08
C -3.1155 3.4834 1.5910 -1.15
C -2.3294 2.4757 0.9788 -0.28
C -0.9922 2.3016 1.2404 0.28
C -0.3907 3.1785 2.2152 -0.29
H 2.5398 3.9050 3.8644 0.46
H 1.1480 5.7526 4.7815 0.40
H -1.2205 5.9337 4.1097 0.40
H -3.1186 5.1426 2.9275 0.36
H -4.1683 3.5626 1.3455 0.47
H -2.8281 1.8403 0.2612 0.42
O -5.8013 -0.4949 -2.3674 -0.61
C -5.9092 -1.1279 -1.2090 0.26
O -6.9640 -1.5222 -0.7838 -0.60
C -4.6391 -1.3261 -0.4374 -0.30
C -4.5193 -2.1448 0.6542 0.38
Cl -5.6402 -3.2034 1.3616 -0.14
N -3.2530 -2.0573 1.1189 -0.24
N -2.5100 -1.2115 0.3609 1.27
C -3.3408 -0.7820 -0.5786 -0.64
C -2.8159 0.1954 -1.5850 0.43
O -3.5235 0.5025 -2.5486 -0.83
O -1.6398 0.6789 -1.3804 -0.40
C -2.6612 -2.7849 2.2112 -0.25
C -1.5032 -3.4982 1.9718 0.34
C -0.9173 -4.2017 3.0126 -0.72
C -1.4916 -4.1845 4.2759 -0.60
C -2.6511 -3.4536 4.5008 -1.00
C -3.2415 -2.7441 3.4675 -0.22
H -4.8853 -0.1351 -2.4724 0.39
H -1.0641 -3.5058 0.9840 0.27
H -0.0073 -4.7595 2.8280 0.49
H -1.0307 -4.7310 5.0891 0.46
H -3.0977 -3.4303 5.4876 0.39
H -4.1386 -2.1612 3.6357 0.53
S -1.1218 -0.0758 5.7288 -0.33
C -1.2421 0.3295 4.0533 -0.52
N -0.3960 -0.2358 3.2601 1.41
C 0.4284 -1.1144 3.9786 -1.12
C 1.4244 -1.9236 3.4260 -0.38
C 2.1576 -2.7313 4.2723 -0.70
C 1.9117 -2.7503 5.6558 -0.58
C 0.9199 -1.9667 6.2114 -0.48
C 0.1793 -1.1506 5.3526 0.93
H -1.9774 1.0575 3.7148 0.28
H 1.5741 -1.9521 2.3476 0.39
H 2.9316 -3.3692 3.8585 0.50
H 2.5022 -3.3945 6.2962 0.41
H 0.7222 -1.9861 7.2779 0.45
Cl -1.0642 -7.9272 -2.8926 -0.23
C -0.5768 -6.3563 -2.3192 0.41
C -1.2539 -5.2315 -2.7614 -1.10
C -0.8481 -3.9818 -2.3128 0.15
C 0.2077 -3.8602 -1.4150 0.41
C 0.8619 -5.0039 -0.9733 -0.11
C 0.4804 -6.2579 -1.4295 -0.92
C 0.6324 -2.5035 -0.9064 -0.84
O 1.2543 -2.4570 0.1808 -0.62
O 0.3061 -1.4991 -1.6120 -0.40
H -2.0834 -5.3367 -3.4493 0.43
H -1.3557 -3.0861 -2.6529 0.48
H 1.6723 -4.8978 -0.2633 0.46
H 0.9914 -7.1534 -1.0997 0.42
C 1.4150 1.6794 -5.2030 -1.09
Si 0.1139 1.4335 -3.8927 0.60
C -1.0041 2.8992 -3.8138 -1.00
C -0.7305 -0.1598 -4.2776 -0.43
As 1.3511 1.4284 -1.8525 0.58
Si 2.2527 3.6285 -1.7181 0.73
C 2.5612 4.4316 -3.3600 -1.30
C 3.8634 3.7017 -0.7838 -1.10
C 0.9794 4.6375 -0.8268 -0.62
Si 3.2438 0.1000 -2.3789 0.62
C 4.4809 1.1160 -3.3292 -0.97
C 3.9873 -0.3888 -0.7541 -0.66
C 2.8136 -1.3728 -3.4213 -1.11
H 0.9187 1.8072 -6.1746 0.43
H 2.0530 0.7896 -5.2680 0.23
H 2.0528 2.5459 -5.0296 0.17
H -1.4071 3.1162 -4.8097 0.50
H -0.4732 3.7857 -3.4536 0.15
H -1.8370 2.6891 -3.1373 0.08
H -1.7902 0.0224 -4.4745 0.52
H -0.6485 -0.8517 -3.4338 -0.58
H -0.2628 -0.6162 -5.1538 0.54
H 3.3095 3.9028 -3.9568 0.34
H 2.9464 5.4365 -3.1472 0.42
H 1.6495 4.5308 -3.9559 0.31
H 4.7240 3.5632 -1.4444 0.38
H 3.9374 2.9707 0.0213 0.18
H 3.9396 4.7017 -0.3386 0.48
H 0.1454 4.8945 -1.4897 0.32
H 1.4296 5.5670 -0.4591 0.45
H 0.5612 4.1004 0.0261 -0.09
H 4.6458 2.1116 -2.9110 0.08
H 4.1859 1.2318 -4.3765 0.31
H 5.4375 0.5770 -3.2992 0.40
H 4.2095 0.4907 -0.1412 0.15
H 4.9267 -0.9309 -0.9206 0.46
H 3.2970 -1.0466 -0.2087 -0.09
H 1.7808 -1.3311 -3.7793 0.10
H 2.9040 -2.2926 -2.8337 0.40
H 3.4907 -1.4297 -4.2789 0.58
```

***

No. 2
Here is a molecular structure, C44H48BrN5O5S2Zn from the Open Molecules 2025 dataset. Energies are from ωB97M-V with the def2-TZVPD basis set.

Summary:
Gap between HOMO and LUMO = 7.7 eV
Net charge = 0
Energy = -204229.16304 eV

```
106
Properties=species:S:1:pos:R:3:mulliken_charge:R:1
Zn -0.2354 0.4022 -0.1436 0.58
C 3.7360 0.3301 6.4002 -2.14
C 4.6032 0.1439 5.1554 1.97
C 5.2896 -1.2257 5.2484 -1.64
C 5.6729 1.2445 5.1431 -1.57
C 3.7806 0.2217 3.8715 -0.45
C 2.4237 0.4911 3.8513 -0.25
C 1.7553 0.5585 2.6425 1.51
Br -0.1004 0.9729 2.7297 -0.17
C 2.3452 0.3588 1.3775 -0.68
O 1.6629 0.4619 0.2580 0.18
C 3.7450 0.0824 1.4048 -0.32
C 4.3894 0.0302 2.6353 -0.67
C 4.6485 -0.1660 0.1804 2.48
C 3.9655 -0.1042 -1.1840 -2.34
C 5.7627 0.8937 0.1661 -1.97
C 5.2745 -1.5648 0.2983 -1.94
H 4.3630 0.2877 7.2928 0.46
H 2.9810 -0.4542 6.4836 0.39
H 3.2282 1.2964 6.3973 0.37
H 5.8538 -1.3055 6.1807 0.47
H 5.9846 -1.3842 4.4228 0.31
H 4.5510 -2.0289 5.2232 0.34
H 6.2984 1.1806 6.0367 0.47
H 5.2076 2.2324 5.1213 0.29
H 6.3208 1.1601 4.2696 0.30
H 1.8617 0.6465 4.7608 0.56
H 5.4528 -0.1769 2.6282 0.21
H 3.5596 0.8894 -1.3736 0.15
H 3.1623 -0.8348 -1.2667 0.12
H 4.7184 -0.3118 -1.9489 0.86
H 5.3349 1.8982 0.1200 0.31
H 6.3957 0.7556 -0.7135 0.45
H 6.3977 0.8392 1.0515 0.42
H 4.4972 -2.3313 0.3049 0.41
H 5.8722 -1.6776 1.2037 0.37
H 5.9247 -1.7521 -0.5594 0.46
N -0.6639 2.3959 -0.3996 -0.59
S 0.6335 3.2555 -0.7285 1.13
C 0.1291 4.5964 -1.7983 0.05
C 0.9734 5.6836 -1.9899 -0.37
C 0.6132 6.6625 -2.9000 -0.70
C -0.5740 6.5496 -3.6147 -0.43
C -1.4000 5.4539 -3.4235 -0.70
C -1.0496 4.4647 -2.5129 -0.49
C 1.1504 4.1410 0.7256 0.26
C 0.4147 5.1907 1.2621 -0.50
C 0.8144 5.7373 2.4692 -0.69
C 1.9322 5.2329 3.1271 -0.58
C 2.6582 4.1863 2.5815 -0.43
C 2.2687 3.6325 1.3694 -0.45
H -1.4230 2.9447 -0.0085 0.33
H 1.8977 5.7670 -1.4319 0.46
H 1.2613 7.5149 -3.0541 0.40
H -0.8495 7.3168 -4.3259 0.40
H -2.3178 5.3595 -3.9883 0.41
H -1.6720 3.5926 -2.3623 0.43
H -0.4523 5.5783 0.7410 0.43
H 0.2532 6.5552 2.9015 0.41
H 2.2346 5.6617 4.0736 0.40
H 3.5215 3.7874 3.0978 0.49
H 2.8134 2.8005 0.9415 0.45
O 5.3721 0.5906 -4.3152 -0.46
C 4.5734 -0.2013 -5.1850 -0.65
N 3.2746 -0.3396 -4.6067 0.04
C 2.1822 0.2860 -5.1233 0.22
O 2.1836 0.9224 -6.1606 -0.69
C 0.9255 0.0782 -4.3345 0.88
C -0.2464 -0.2785 -4.9883 -0.50
C -1.3828 -0.5120 -4.2379 -1.04
C -1.3169 -0.3682 -2.8600 -0.46
N -0.1994 0.0039 -2.2373 0.66
C 0.8983 0.2246 -2.9609 -1.28
H 6.2203 0.7477 -4.7420 0.27
H 5.0217 -1.1906 -5.3152 0.37
H 4.4410 0.2797 -6.1540 0.47
H 3.1826 -0.8515 -3.7405 0.01
H -0.2457 -0.3758 -6.0663 0.53
H -2.3093 -0.8222 -4.6994 0.47
H -2.1634 -0.5940 -2.2280 0.56
H 1.7792 0.5192 -2.4071 0.76
O -2.4327 -2.4425 -0.8832 -0.76
C -2.0253 -2.0458 0.2122 0.23
O -1.5224 -0.9017 0.4677 -0.31
C -2.0330 -3.0037 1.3756 0.25
C -0.9658 -3.0153 2.2673 -0.09
C -0.9230 -3.9551 3.2865 -0.78
C -1.9611 -4.8659 3.4366 -0.45
C -3.0376 -4.8421 2.5588 -0.44
C -3.0664 -3.9214 1.5210 -0.48
H -0.1742 -2.2836 2.1569 0.51
H -0.0826 -3.9721 3.9686 0.48
H -1.9346 -5.5900 4.2410 0.39
H -3.8521 -5.5448 2.6811 0.41
H -3.8826 -3.9125 0.8096 0.40
S 1.4202 -2.9571 -2.5185 -0.25
C 1.1595 -4.1752 -1.4190 0.06
N -0.1404 -4.4381 -1.0315 -0.02
C -0.4784 -5.3819 -0.1378 -0.16
C 0.4954 -6.1561 0.4121 -0.81
C 1.8128 -5.8584 0.0060 0.02
N 2.1452 -4.9293 -0.8510 -0.54
H -0.8601 -3.8043 -1.3792 0.26
H -1.5316 -5.4610 0.0964 0.68
H 0.2721 -6.9274 1.1308 0.42
H 2.6399 -6.4207 0.4312 0.41
```

***

No. 3
Here is a molecular structure, C44H48GeN9OPbS3 from the Open Molecules 2025 dataset. Energies are from ωB97M-V with the def2-TZVPD basis set.

Summary:
Gap between HOMO and LUMO = 3.9 eV
Energy relative to the best compared isomer or geometry (same formula, charge and spin) = 414.6 kJ/mol
Net charge = +3
Energy = -156109.36086 eV

```
107
Properties=species:S:1:pos:R:3:mulliken_charge:R:1
Pb 16.0004 10.6668 12.0012 1.34
S 10.3381 13.5075 12.0007 0.00
C 8.9795 14.4832 12.4265 -0.34
C 9.2220 15.4291 13.3288 -0.63
C 10.5717 15.4491 13.7160 -0.43
C 11.3397 14.3836 13.1918 -0.07
C 12.7612 14.1812 13.4845 1.23
C 13.3628 12.9081 13.1994 -0.46
N 14.6887 12.6931 13.2105 0.63
C 15.5407 13.7153 13.7085 -0.40
C 14.8762 14.9748 14.1520 0.96
C 15.7037 15.9745 14.7675 -1.25
C 17.0214 15.7698 14.9084 -1.08
C 17.7627 14.6984 14.2895 0.51
C 19.1659 14.7370 14.0662 -0.71
C 19.8440 13.6457 13.4616 1.24
C 19.0345 12.4833 13.1282 -1.04
N 17.7004 12.4649 13.2429 0.18
C 16.9648 13.5927 13.7269 -0.13
C 21.2214 13.7023 13.0812 0.21
C 22.0183 14.8252 13.3770 -0.52
C 23.3514 14.6864 13.0313 -0.60
C 23.6645 13.4340 12.5498 -0.40
S 22.2315 12.4658 12.3368 -0.02
C 13.5321 15.1819 14.0218 -0.70
H 8.0065 14.3474 11.9137 0.39
H 8.4718 16.1913 13.6155 0.37
H 10.9595 16.2316 14.4050 0.31
H 12.6914 12.0911 12.9215 -0.12
H 15.2513 16.8538 15.2486 0.42
H 17.5997 16.5481 15.3852 0.45
H 19.6694 15.6262 14.3615 0.40
H 19.5290 11.5346 12.8623 0.38
H 21.5902 15.7381 13.7445 0.35
H 24.0525 15.4865 13.2051 0.45
H 24.6176 12.8588 12.5548 0.43
H 13.1011 16.1377 14.3898 0.27
N 13.7190 9.4219 12.4627 -0.28
C 12.6761 9.4313 13.5396 -0.68
C 13.4505 9.6356 14.9174 -0.08
C 14.3780 8.5187 15.5441 -0.81
C 15.6523 8.1698 14.7165 -0.70
N 16.4754 9.2735 14.1963 -0.30
H 13.2231 9.6936 11.5818 0.02
H 14.0644 8.4128 12.3799 0.30
H 12.1803 8.4328 13.5086 0.42
H 11.9210 10.2382 13.4734 0.30
H 12.6473 9.8243 15.6401 0.49
H 13.9859 10.5978 14.7683 -0.23
H 13.7530 7.6808 15.6886 0.38
H 14.7405 8.8491 16.5505 0.36
H 15.3966 7.4831 13.8342 0.26
H 16.2638 7.4694 15.4089 0.38
H 17.4806 9.0237 14.1941 0.26
H 16.4140 10.1039 14.8343 0.23
N 13.2960 13.0663 8.5272 0.00
C 14.0733 14.2377 8.8111 0.11
C 13.8331 15.6048 8.7506 -1.11
C 14.9484 16.3908 8.9339 -0.71
C 16.1925 15.8408 9.4427 -0.83
C 16.3804 14.4782 9.6288 -0.38
C 15.2815 13.6458 9.3240 0.76
N 15.1021 12.2508 9.4858 -0.08
C 13.8981 11.9441 8.9829 0.42
C 13.1993 10.6835 8.8268 -0.38
C 11.7855 10.5141 8.7910 -0.25
S 11.4498 8.8476 8.5722 -0.07
C 13.1846 8.4977 8.6659 -0.18
N 13.9607 9.5371 8.7965 -0.26
H 12.4451 13.0765 7.9831 0.29
H 12.8521 16.0389 8.6411 0.50
H 14.8942 17.4133 8.6157 0.48
H 17.0425 16.5200 9.6945 0.48
H 17.3751 14.0065 9.8104 0.46
H 10.9891 11.3365 8.8312 0.31
H 13.6099 7.5161 8.5135 0.48
N 21.5482 8.4434 7.1471 -0.35
C 20.5892 9.3976 6.9528 0.31
O 20.4518 10.0395 5.9343 -0.57
C 19.6814 9.6835 8.1354 1.10
C 18.5663 10.5400 8.0839 -1.26
C 17.9181 10.8031 9.2370 0.09
N 18.2364 10.2951 10.4622 0.08
C 19.3512 9.5552 10.5484 -0.96
C 20.1824 9.3208 9.4406 -1.23
H 22.2742 8.2796 6.4034 0.29
H 21.6136 7.9930 8.1024 0.17
H 18.1878 11.0168 7.2252 0.85
H 17.1153 11.5265 9.2029 0.74
H 19.6369 9.2650 11.5510 0.58
H 21.1726 8.7870 9.5915 0.22
C 22.7119 13.4380 7.9548 -1.24
Ge 20.0619 14.0843 6.7688 0.69
C 19.4060 13.3133 5.0804 -1.06
C 20.9032 15.8129 6.3859 -1.05
C 21.6619 12.8365 7.0633 0.05
H 22.3903 13.5118 9.0171 0.29
H 23.1444 14.3374 7.4782 0.36
H 23.6042 12.8034 8.0571 0.39
H 20.0977 13.3493 4.1774 0.40
H 18.4353 13.7575 4.8962 0.48
H 19.2785 12.2027 5.2989 0.32
H 21.8952 15.7643 6.8117 0.34
H 20.2579 16.6626 6.7308 0.37
H 21.0575 15.9157 5.3029 0.39
H 21.2357 11.8381 7.2602 -0.26
H 22.1262 12.9896 6.0306 0.48
```

***

No. 4
Here is a molecular structure, C44H49BrCl2N6O2SSiTi from the Open Molecules 2025 dataset. Energies are from ωB97M-V with the def2-TZVPD basis set.

Summary:
Gap between HOMO and LUMO = 4.4 eV
Energy relative to the best compared isomer or geometry (same formula, charge and spin) = 0.0 kJ/mol
Net charge = +2
Energy = -196363.32681 eV

```
107
Properties=species:S:1:pos:R:3:mulliken_charge:R:1
Ti -2.8939 -19.2044 3.2494 -0.41
S 2.8719 -23.6996 1.1269 0.24
N 2.1039 -23.6263 2.5182 -0.51
C 1.0106 -22.8414 2.3019 0.76
C 0.0651 -22.5742 3.3628 -0.07
C 0.0568 -23.1914 4.5923 -0.75
C -0.6412 -22.5482 5.6152 -0.86
C -1.5726 -21.5453 5.2727 -0.24
N -1.7755 -21.1640 3.9835 0.69
C -0.8467 -21.5266 3.0577 0.24
C -0.9515 -21.0113 1.7368 0.76
N -2.0077 -20.1698 1.4668 0.22
C -2.2130 -19.7164 0.2154 -0.14
C -1.4193 -20.0807 -0.8289 -1.28
C -0.1977 -20.7407 -0.5950 -0.40
C -0.0228 -21.2589 0.6705 0.01
C 0.9571 -22.2916 0.9556 0.29
N 1.9452 -22.7120 0.1603 -0.65
H 0.6688 -24.0622 4.8308 0.50
H -0.5270 -22.8366 6.6616 0.43
H -2.1136 -21.1283 6.1446 0.33
H -3.0230 -19.0184 0.1504 0.55
H -1.6417 -19.6894 -1.8006 0.44
H 0.5980 -20.8874 -1.3636 0.51
O -8.6824 -24.7395 1.1676 -0.46
C -8.1660 -23.6025 0.5406 0.32
O -8.5847 -23.1986 -0.5225 -0.40
C -7.0930 -22.8830 1.3060 1.13
C -6.3625 -21.8335 0.6472 -1.21
C -5.6067 -20.9557 1.4426 0.14
C -5.4144 -21.2208 2.8088 0.09
C -5.9202 -22.3810 3.3375 -0.66
C -6.8735 -23.0717 2.6571 -1.22
N -4.7243 -20.2003 3.5654 0.64
C -5.1952 -20.0518 4.8051 -0.45
C -4.5268 -19.2430 5.7794 0.36
C -5.0973 -18.9386 7.0735 -1.14
C -4.3061 -18.1947 7.9178 -0.49
C -2.9447 -17.8621 7.5414 -0.85
C -2.4480 -18.2588 6.3301 -0.37
N -3.2258 -18.9400 5.4308 1.03
H -8.2392 -24.9184 2.0334 0.30
H -6.4126 -21.7007 -0.4050 0.65
H -5.0723 -20.0831 1.0515 0.28
H -5.7022 -22.6486 4.4121 0.64
H -7.4543 -23.8113 3.2790 0.16
H -6.1281 -20.5048 5.1157 0.71
H -6.0944 -19.1888 7.2118 0.63
H -4.7016 -17.9801 8.8916 0.50
H -2.2180 -17.5120 8.2997 0.44
H -1.4334 -18.0590 5.9955 0.48
Cl -1.6669 -15.3340 1.6956 -0.17
C -2.8411 -15.1681 2.9496 0.38
C -3.0072 -13.9215 3.5727 -0.52
C -4.1640 -13.6505 4.3136 -0.69
C -5.0978 -14.6746 4.6098 -0.81
C -4.9377 -15.8997 3.9659 -0.16
C -3.8587 -16.1296 3.1412 0.39
C -3.7446 -17.4789 2.4949 -0.76
H -2.1925 -13.2517 3.3459 0.45
H -4.3495 -12.6982 4.7426 0.44
H -5.9482 -14.5175 5.2924 0.40
H -5.5935 -16.7282 4.1717 0.46
H -3.2501 -17.5215 1.4581 0.42
H -4.6780 -17.9515 2.3550 0.63
Cl -1.0053 -18.0509 3.3556 -0.47
C -11.0679 -16.5629 -4.0520 -1.49
C -9.8243 -16.9498 -3.1660 2.00
C -9.6699 -15.9278 -2.0118 -1.80
C -8.6568 -16.6684 -4.1318 -1.60
Si -9.8802 -18.7472 -2.5474 -0.10
Br -8.4685 -18.8809 -0.8182 -0.41
C -11.5900 -19.2746 -1.7756 1.93
C -12.1007 -18.0348 -0.9477 -1.84
C -12.6251 -19.6870 -2.8156 -1.72
C -11.4901 -20.4131 -0.7014 -1.39
C -9.2710 -20.0308 -3.8423 2.19
C -9.7173 -21.4421 -3.4012 -1.69
C -7.7285 -20.0298 -4.1183 -1.65
C -9.9845 -19.7643 -5.1879 -1.73
H -10.9999 -15.5428 -4.4610 0.49
H -12.0314 -16.5995 -3.5213 0.26
H -11.1655 -17.1411 -4.9997 0.29
H -9.6435 -14.9181 -2.4590 0.47
H -8.7324 -16.0777 -1.4698 0.31
H -10.5242 -15.9706 -1.3377 0.34
H -8.5796 -15.6109 -4.4475 0.51
H -8.7119 -17.2891 -5.0709 0.27
H -7.6697 -16.9071 -3.6320 0.26
H -12.3944 -17.1621 -1.5595 0.34
H -11.3760 -17.5639 -0.2538 0.34
H -12.9299 -18.2459 -0.2429 0.51
H -12.7492 -19.0391 -3.6893 0.25
H -13.5854 -19.5925 -2.2847 0.52
H -12.4443 -20.7030 -3.1937 0.35
H -10.5885 -20.1948 0.0205 0.12
H -11.2390 -21.3718 -1.1853 0.32
H -12.4992 -20.3835 -0.1229 0.46
H -9.2692 -21.7666 -2.4371 0.16
H -9.4374 -22.1501 -4.1965 0.60
H -10.8451 -21.5865 -3.2792 0.13
H -7.1962 -19.9867 -3.1261 0.12
H -7.4043 -19.1724 -4.7440 0.30
H -7.5197 -20.9307 -4.7081 0.57
H -11.0806 -19.7743 -5.1171 0.25
H -9.6625 -20.5664 -5.8969 0.49
H -9.7486 -18.8223 -5.6987 0.34
```